# C39H78O17

13 unconnected molecules or ions with the total composition C39H78O17 in a non-equilibrium geometry (wB97M-V/def2-TZVPD, the OMol25 dataset).

Geometry as ORCA input:
```
! RIJCOSX wB97M-V def2-TZVPD def2/J DEFGRID3
* xyz 0 1
C 13.44345 -17.52122 -16.63628
O 13.57730 -18.85849 -16.19789
C 13.12036 -19.19499 -14.92540
O 12.74831 -18.35521 -14.09608
O 13.13494 -20.49673 -14.85506
C 12.53380 -21.12382 -13.73794
H 13.83251 -17.41453 -17.64889
H 14.00431 -16.75243 -16.10476
H 12.51132 -16.95852 -16.68723
H 11.65762 -20.61440 -13.33679
H 13.18238 -21.15127 -12.86232
H 12.45480 -22.16425 -14.05314
C 10.70378 -14.59149 -14.09131
O 9.30870 -14.96752 -13.95443
C 8.73078 -15.43188 -15.07673
O 9.33451 -15.60444 -16.13400
O 7.51213 -15.78427 -14.87054
C 6.71983 -16.34543 -15.89664
H 11.28679 -15.36720 -14.58776
H 11.21935 -14.36282 -13.15858
H 10.74623 -13.67112 -14.67372
H 7.04923 -17.26265 -16.38479
H 6.55752 -15.56654 -16.64169
H 5.77957 -16.52309 -15.37469
C 11.88059 -16.66392 -10.71951
C 12.66251 -17.26835 -9.52516
O 13.28903 -16.57530 -8.76249
C 12.56621 -18.78548 -9.21616
H 10.88264 -16.55206 -10.29564
H 11.87575 -17.22002 -11.65696
H 12.13648 -15.64212 -10.99974
H 12.98359 -19.16784 -10.14767
H 11.52633 -19.09558 -9.11314
H 13.25197 -19.12121 -8.43826
C 7.38362 -19.67601 -20.40454
C 8.76796 -19.29645 -19.99369
O 9.71985 -19.99342 -20.47544
C 8.97848 -18.32889 -18.84150
H 7.11920 -19.08547 -21.28173
H 6.60181 -19.43430 -19.68451
H 7.27985 -20.72850 -20.66834
H 8.15212 -17.62045 -18.89933
H 9.98140 -17.90961 -18.76120
H 8.81786 -18.92581 -17.94373
C 7.47787 -12.22708 -9.27238
C 7.62683 -13.30404 -10.17542
O 8.28581 -14.28086 -9.80865
C 6.95921 -13.25168 -11.51645
H 7.04164 -12.62106 -8.35446
H 6.77850 -11.48186 -9.65138
H 8.41638 -11.70409 -9.08864
H 7.13644 -12.26710 -11.94921
H 5.87766 -13.35845 -11.43313
H 7.28983 -14.02510 -12.20972
C 2.38945 -18.39173 -18.20243
C 2.23982 -16.91500 -18.02073
O 1.51499 -16.18445 -18.77207
C 3.05756 -16.31852 -16.91182
H 2.13629 -18.65384 -19.22970
H 1.75575 -18.85057 -17.44350
H 3.43839 -18.61877 -18.01197
H 4.03364 -16.74423 -17.14444
H 2.86443 -16.60866 -15.87904
H 3.08468 -15.23696 -17.04441
C 9.43465 -18.79739 -13.07809
C 8.05558 -18.21710 -12.70788
O 7.07355 -18.53369 -13.39307
C 7.94212 -17.21994 -11.52576
H 10.18959 -18.91683 -12.30098
H 9.71915 -18.07007 -13.83845
H 9.30259 -19.72870 -13.62885
H 8.73088 -17.52178 -10.83666
H 7.00692 -17.23483 -10.96605
H 8.30227 -16.29207 -11.97013
C 10.18273 -10.87543 -19.42510
C 10.19589 -12.05258 -18.43165
O 11.17056 -12.43272 -17.85020
C 8.92217 -12.91322 -18.36051
H 10.99535 -10.17678 -19.22601
H 9.33587 -10.23737 -19.17247
H 10.18928 -11.26258 -20.44402
H 8.24130 -12.62395 -19.16104
H 8.34898 -12.90047 -17.43348
H 9.19160 -13.94826 -18.57079
C 11.91823 -11.99186 -11.13727
C 12.26119 -10.59913 -10.59124
O 11.44524 -10.06990 -9.80643
C 13.68223 -10.02206 -10.65417
H 12.41121 -12.81825 -10.62527
H 11.95759 -12.01384 -12.22634
H 10.86932 -12.17085 -10.90098
H 14.16578 -10.23743 -11.60700
H 14.27620 -10.39167 -9.81828
H 13.68178 -8.93776 -10.54293
C 16.36727 -12.18478 -12.84389
C 15.06549 -12.91009 -13.10513
O 14.06426 -12.30636 -13.34589
C 14.99861 -14.36711 -13.11189
H 16.74918 -12.75972 -12.00028
H 16.02562 -11.19154 -12.55261
H 17.14937 -12.10219 -13.59861
H 14.14018 -14.82688 -13.60160
H 15.03352 -14.96161 -12.19895
H 15.77606 -14.75823 -13.76815
C 7.04431 -15.82489 -20.83322
C 5.78892 -16.28008 -20.19564
O 5.83508 -16.92962 -19.12637
C 4.45431 -16.04631 -21.03203
H 7.34857 -16.55191 -21.58620
H 7.89548 -15.71643 -20.16104
H 6.83938 -14.96628 -21.47266
H 3.82369 -16.92648 -20.90657
H 4.83035 -16.01089 -22.05450
H 3.94366 -15.10593 -20.82462
C 12.16403 -8.93900 -16.45456
C 10.89567 -9.38958 -15.67606
O 9.78072 -9.00769 -15.93851
C 11.13930 -10.51646 -14.67095
H 12.38547 -7.87911 -16.32925
H 11.93146 -9.10609 -17.50628
H 13.04292 -9.54077 -16.22318
H 11.49411 -10.17145 -13.69977
H 11.86073 -11.27261 -14.98057
H 10.22817 -11.05979 -14.42045
C 1.18396 -16.82335 -12.84430
C 2.44555 -17.48398 -12.42878
O 2.47333 -18.61723 -11.96648
C 3.75858 -16.85101 -12.79173
H 0.95825 -15.86008 -12.38687
H 0.40699 -17.58768 -12.83007
H 1.37454 -16.56023 -13.88476
H 4.55998 -17.49506 -12.42969
H 3.89594 -15.89358 -12.28918
H 3.90518 -16.60911 -13.84439
*
```

* max |F|: 0.098 Eh/bohr
* ΔE to the lowest compared entry with this formula, charge and spin: 119.01 kJ/mol
* gap between HOMO and LUMO: 9.758 eV
* HOMO: -9.464 eV
* calculated total energy: -76511.395 eV

Here are the Mulliken charges for atoms 1 to 99, given in e:
1. C -0.4775
2. O -0.3484
3. C 0.7749
4. O -0.5203
5. O -0.3340
6. C -0.4052
7. H 0.3459
8. H 0.2164
9. H 0.1234
10. H 0.0360
11. H 0.3140
12. H 0.2779
13. C -0.0350
14. O 0.1844
15. C 0.1818
16. O -0.5626
17. O -0.1535
18. C -0.3316
19. H 0.1763
20. H -0.2036
21. H 0.2046
22. H 0.2203
23. H 0.5187
24. H -0.2962
25. C 0.2656
26. C 0.4508
27. O -0.5722
28. C -0.8670
29. H 0.0812
30. H 0.0372
31. H -0.1124
32. H 0.1392
33. H 0.2921
34. H 0.3072
35. C -0.7865
36. C 0.4545
37. O -0.6143
38. C -0.4608
39. H 0.1762
40. H 0.1238
41. H 0.4188
42. H -0.0436
43. H 0.3853
44. H 0.3310
45. C -1.1527
46. C 0.8712
47. O -0.5627
48. C -0.7406
49. H 0.3326
50. H 0.3508
51. H 0.2559
52. H 0.4051
53. H 0.3787
54. H -0.1085
55. C -1.0592
56. C 0.7021
57. O -0.6320
58. C -0.1303
59. H 0.3004
60. H 0.4048
61. H 0.2166
62. H -0.1498
63. H -0.0222
64. H 0.3435
65. C -0.8440
66. C 0.5182
67. O -0.5926
68. C -0.6032
69. H 0.2271
70. H 0.2216
71. H 0.4188
72. H 0.2383
73. H 0.4304
74. H -0.0283
75. C -1.2817
76. C 0.7323
77. O -0.5287
78. C -0.6777
79. H 0.2093
80. H 0.3768
81. H 0.3891
82. H 0.4483
83. H 0.2586
84. H 0.0646
85. C -0.0707
86. C 0.5286
87. O -0.6096
88. C -0.9524
89. H 0.4468
90. H -0.1974
91. H 0.0433
92. H 0.0853
93. H 0.3046
94. H 0.3812
95. C -1.1779
96. C 0.7923
97. O -0.3929
98. C -0.9165
99. H 0.3523